{"formula": "C5H12O2", "method": "ωB97M-V with the def2-TZVPD basis set", "species": ["C", "C", "C", "O", "C", "C", "O", "H", "H", "H", "H", "H", "H", "H", "H", "H", "H", "H", "H"], "positions_angstrom": [[-1.367932, 1.736395, 1.442496], [-1.404518, 0.511105, 0.530887], [-0.029175, 0.253508, -0.081443], [0.946944, 0.115035, 0.964695], [0.054949, -0.923657, -1.053239], [1.500915, -1.168966, -1.497739], [2.300066, -1.744985, -0.486816], [-2.332244, 1.922934, 1.923752], [-0.608324, 1.605558, 2.218328], [-1.096120, 2.630422, 0.868515], [-2.146680, 0.644725, -0.266932], [-1.717776, -0.379812, 1.096641], [0.283789, 1.159394, -0.617879], [0.705689, -0.677462, 1.467149], [-0.568137, -0.714978, -1.933831], [-0.339641, -1.839777, -0.590286], [1.931263, -0.210581, -1.834986], [1.530459, -1.856652, -2.347934], [2.356474, -1.062205, 0.198622]], "atomic_forces_ev_per_a": [[0.0, 0.1, 0.0], [0.0, -0.1, 0.0], [-0.1, 0.1, -0.1], [-0.1, -0.2, 0.1], [0.0, 0.0, 0.1], [-0.2, 0.1, -0.4], [0.1, 0.1, 0.1], [0.1, -0.1, -0.1], [-0.2, 0.1, -0.1], [-0.1, -0.1, 0.1], [0.2, 0.0, 0.1], [0.1, 0.1, -0.1], [0.0, -0.1, 0.1], [0.0, 0.2, 0.0], [0.1, 0.0, 0.2], [0.1, 0.1, 0.0], [0.0, -0.2, 0.0], [0.0, 0.1, 0.1], [0.1, -0.2, -0.1]], "nbo_charge": [-0.609, -0.419, 0.100, -0.737, -0.454, -0.059, -0.730, 0.210, 0.219, 0.203, 0.209, 0.193, 0.173, 0.465, 0.215, 0.204, 0.155, 0.181, 0.482], "e_lumo_ev": 0.96, "relative_energy_kj_mol": 66.9, "fmax_ev_per_a": 0.434, "smiles": "CC[C@@H](O)CCO", "homo_energy_ev": -9.96}

{"formula": "C2H4N2O2", "method": "ωB97M-V with the def2-TZVPD basis set", "species": ["H", "N", "N", "O", "C", "C", "O", "H", "H", "H"], "positions_angstrom": [[-0.973120, -0.865638, 2.693115], [-0.644939, -0.598677, 1.698342], [-1.562212, -0.328662, 0.925476], [-2.700795, -0.392674, 1.204429], [-1.266894, 0.202515, -0.434169], [0.177129, 0.297731, -0.859072], [-2.238527, 0.556777, -1.070277], [0.520918, 1.175343, -1.495526], [0.253769, -0.503864, -1.507623], [0.941379, 0.054312, -0.004447]], "atomic_forces_ev_per_a": [[-0.1, 0.5, -2.4], [3.2, -0.6, 2.1], [1.2, -0.2, 0.9], [-5.0, -0.2, 0.5], [-0.8, 2.3, -2.4], [1.7, 1.0, 2.0], [2.2, -0.9, 1.2], [-1.1, -0.8, 1.2], [0.4, -1.9, -1.5], [-1.7, 0.8, -1.6]], "nbo_charge": [0.359, -0.466, 0.275, -0.408, 0.649, -0.748, -0.444, 0.263, 0.249, 0.272], "e_lumo_ev": -0.47, "relative_energy_kj_mol": 461.5, "fmax_ev_per_a": 5.062, "smiles": "[H]/N=[N+](\\[O-])C(C)=O", "homo_energy_ev": -10.47}

> Number 1 is which compound?

C5H12O2